No. 1
ORCA calculation (wB97M-V/def2-TZVPD) on a molecular structure, C2H6NO2P in a non-equilibrium geometry.

```
12
Properties=species:S:1:pos:R:3:forces:R:3
C 1.328 0.300 0.306 0.0827 -0.0375 2.2227
C 0.042 -0.293 -0.143 -1.3375 -4.2371 -1.3928
N -0.805 -0.624 1.032 6.0984 2.2189 -7.5320
O -2.003 -0.759 0.877 -6.4134 -0.9935 0.4888
O -0.302 -0.735 2.107 1.1440 -1.1011 6.7136
P -1.331 0.073 -1.450 1.6382 2.5520 -0.7518
H 1.871 0.795 -0.462 0.5424 0.0686 -0.7715
H 1.140 1.046 1.119 0.1434 -0.4562 -0.6517
H 1.895 -0.555 0.790 -0.2552 1.3202 -0.6985
H 0.419 -1.521 -0.640 -1.1372 3.1541 1.0967
H -1.804 1.422 -1.104 0.2055 -1.0534 0.3473
H -0.450 0.852 -2.431 -0.7112 -1.4349 0.9289
```
Forces are in eV/Å.

Charge: 0
Multiplicity: 3
HOMO (alpha / beta): -7.331 / -10.078 eV
Energy above the lowest of the compared OMol25 structures with the same formula, charge and spin: 117.3 kcal per mole
Gap between HOMO and LUMO (alpha / beta): 8.2 / 6.5 eV
⟨S²⟩: 2.01

***

No. 2
ORCA calculation (wB97M-V/def2-TZVPD) on C4H4O3 in the gas phase in a non-equilibrium geometry.

```
11
Properties=species:S:1:pos:R:3:forces:R:3
O -0.919 2.108 -1.676 0.8862 -1.5628 1.6707
C -0.734 1.262 -0.858 -0.5948 -1.1445 0.5801
O -1.749 0.320 -0.411 0.6450 1.1318 -0.4449
C -1.054 -0.261 0.680 0.4739 -0.3945 0.1793
C 0.310 0.130 0.243 -0.3677 0.8593 -0.8703
C 1.470 -0.618 -0.246 -0.0735 0.1067 -0.2220
O 1.403 -0.028 1.069 -0.0014 1.0327 -0.3439
H -1.077 -1.348 0.771 -0.7421 -0.0428 -0.3496
H -1.326 0.190 1.648 0.0707 -0.0720 -0.3672
H 2.117 -0.048 -0.909 0.0037 -0.2468 -0.0533
H 1.558 -1.706 -0.311 -0.3001 0.3332 0.2212
```
Forces are in eV/Å.

Charge: 0
HOMO: -9.937 eV
SMILES: O=C1OC[C@@]12CO2
Energy above the lowest of the compared OMol25 structures with the same formula, charge and spin: 79.2 kcal per mole
Gap between HOMO and LUMO: 10.8 eV

***

No. 3
ORCA calculation (wB97M-V/def2-TZVPD) on 2 unconnected molecules or ions with the total composition C6H10NO2S in a non-equilibrium geometry.

```
20
Properties=species:S:1:pos:R:3:forces:R:3
C 2.158 0.489 -0.612 0.3592 -1.0922 0.3949
C 1.850 1.689 -1.045 1.5945 2.0816 0.1850
C -1.643 -0.964 -0.311 2.0181 2.8128 0.3640
C -0.873 0.428 1.638 0.2614 0.3140 0.9961
C -3.034 0.800 0.331 -4.7136 4.4952 0.6451
C -1.945 0.212 0.592 4.2617 -2.6711 -0.3319
N 2.405 -0.567 -0.103 -0.6819 0.6594 0.1660
O 2.778 -2.862 -1.436 -0.3891 0.3781 0.3792
O 4.700 -1.468 -0.991 -0.0323 0.3024 0.2631
S 3.490 -2.071 -0.419 0.8782 -1.0924 -0.7207
H 0.925 1.937 -1.473 -1.0848 -0.0331 -0.6034
H -1.902 -1.749 0.240 -0.7649 -3.8852 2.1560
H -2.228 -0.964 -1.155 -1.3466 0.1629 -2.1141
H -0.602 -1.032 -0.573 0.4899 -0.0378 -0.1032
H -1.045 1.277 2.359 -0.0242 -1.0179 -0.6473
H 0.142 0.522 1.261 -0.0551 0.9167 -1.0734
H -0.559 -0.508 2.154 -1.3315 0.2153 0.2760
H 2.564 2.549 -0.912 -0.7144 -1.1999 -0.0412
H -3.795 0.569 -0.420 0.7510 -0.4914 -0.1222
H -3.387 1.715 0.876 0.5243 -0.8174 -0.0681
```
Forces are in eV/Å.

Charge: -1
HOMO: -4.154 eV
Energy above the lowest of the compared OMol25 structures with the same formula, charge and spin: 41.9 kcal per mole
Gap between HOMO and LUMO: 7.4 eV